Entry 1:
{
  "formula": "C4H3N3",
  "method": "the ωB97M-V functional and the def2-TZVPD basis",
  "homo_lumo_gap_ev": 8.996,
  "e_lumo_ev": -0.74,
  "spin_multiplicity": 1,
  "smiles": "N#CC(C#N)=CN",
  "relative_energy_kcal_mol": 89.05,
  "symbols": ["N", "C", "C", "C", "N", "C", "N", "H", "H", "H"],
  "coordinates": [[-2.73237, -1.41979, 0.28885], [-1.75999, -0.73256, -0.09834], [-0.68002, 0.06172, -0.18025], [-0.99734, 1.45227, -0.04781], [-1.46913, 2.62161, 0.17261], [0.54670, -0.49440, -0.13954], [1.90812, -0.08249, 0.32679], [0.44480, -1.52631, -0.25167], [1.98195, 0.91343, -0.29507], [2.75728, -0.79349, 0.22443]],
  "lowdin_charge": [0.17, -0.20, -0.34, -0.12, 0.14, -0.09, 0.03, 0.10, 0.17, 0.14]
}


Entry 2:
{
  "formula": "C4H3N3",
  "method": "the ωB97M-V functional and the def2-TZVPD basis",
  "homo_lumo_gap_ev": 7.606,
  "e_lumo_ev": -1.11,
  "spin_multiplicity": 1,
  "relative_energy_kcal_mol": 140.60,
  "symbols": ["C", "C", "C", "C", "N", "N", "N", "H", "H", "H"],
  "coordinates": [[2.01311, 0.70938, -0.46064], [1.03634, -0.04444, -0.06164], [-0.17228, -0.29907, 0.42306], [-0.85805, 0.97604, 0.68428], [-2.17854, 0.59543, 0.44768], [-2.32058, -0.66343, 0.17007], [-1.13725, -1.23318, 0.06186], [3.05641, 0.67002, -0.17536], [1.65238, 1.52787, -1.07879], [-1.09154, -2.23863, -0.01053]],
  "lowdin_charge": [0.06, 0.00, -0.34, -0.03, -0.05, 0.01, 0.03, 0.08, 0.09, 0.15]
}


Entry 3:
{
  "formula": "C4H3N3",
  "method": "the ωB97M-V functional and the def2-TZVPD basis",
  "homo_lumo_gap_ev": [9.107, 7.332],
  "e_lumo_ev": [-0.07, -1.37],
  "spin_multiplicity": 1,
  "relative_energy_kcal_mol": 157.44,
  "symbols": ["C", "C", "C", "C", "N", "N", "N", "H", "H", "H"],
  "coordinates": [[-0.06280, -0.28753, -0.03823], [-1.14847, -1.26958, -0.03908], [1.33268, -0.16170, -0.08341], [2.44018, -0.83688, 0.02836], [-0.77100, 0.87519, 0.03388], [-2.30975, -0.68224, 0.01711], [-2.01237, 0.61956, 0.01202], [1.71146, 0.96268, -0.08353], [3.44308, -0.62388, 0.32694], [-2.62301, 1.40438, -0.17408]],
  "lowdin_charge": [-0.29, 0.07, -0.23, 0.12, 0.06, 0.03, -0.10, 0.15, 0.02, 0.16]
}